Entry 1:
The following is a DFT calculation (ωB97M-V with the def2-TZVPD basis set) of a single C2H5ISi molecule at a distorted geometry.

```
9
Properties=species:S:1:pos:R:3:forces:R:3
I 2.8987 0.9595 -0.0561 -0.802 -0.290 -0.530
Si 0.5668 0.3745 -0.8033 0.710 0.656 -0.164
C -0.5835 0.5201 0.6637 0.821 -0.033 0.488
C -0.3237 -0.9210 0.0542 -1.339 -2.604 1.029
H 0.2515 0.5152 -2.2888 0.319 0.237 0.966
H -1.5640 1.0118 0.7436 0.309 -0.663 -0.319
H 0.0076 0.6943 1.5982 -0.454 -0.097 -0.919
H -0.0599 -1.8974 0.6410 -0.058 2.337 -0.650
H -1.1935 -1.2571 -0.5524 0.495 0.456 0.098
```
Positions in Å, forces in eV/Å.

Properties
* HOMO: -9.23 eV
* Kohn-Sham gap: 0.3535 hartree
* SMILES string: I[SiH]1CC1
* LUMO energy: 0.39 eV
* total energy: -18132.554 eV
* ΔE to the lowest compared entry with this formula, charge and spin: 8.15 kcal per mole

These are the Mulliken partial charges, in e, on atoms 1 to 8: -0.126, 0.289, -0.574, -0.545, -0.069, 0.307, 0.200, 0.283



Entry 2:
The following is a DFT calculation (ωB97M-V with the def2-TZVPD basis set) of a molecular structure, C2H5N at a distorted geometry.

```
8
Properties=species:S:1:pos:R:3:forces:R:3
C -0.9438 0.4833 0.3575 5.824 1.782 1.147
C 0.9564 0.1742 -0.0393 -4.440 -1.777 -0.060
N -1.6611 -0.2307 -0.2950 -3.071 -1.490 -2.119
H -1.1692 1.2882 1.1215 0.266 -0.791 -0.901
H 1.2009 -0.8603 0.2004 -0.339 0.099 0.585
H 1.6613 0.8174 0.2912 1.768 2.286 2.344
H 1.2100 0.2244 -1.0700 -1.089 0.076 -1.523
H -2.6929 -0.0528 -0.2785 1.081 -0.186 0.526
```
Positions in Å, forces in eV/Å.

Properties
* HOMO: -9.27 eV
* Kohn-Sham gap: 0.3880 hartree
* LUMO energy: 1.28 eV
* total energy: -3642.467 eV
* ΔE to the lowest compared entry with this formula, charge and spin: 47.21 kcal per mole

Charges in e, computed with Mulliken, in the same order as the atoms: -0.045, -0.987, -0.450, 0.283, 0.264, 0.379, 0.308, 0.247



Entry 3:
The following is a DFT calculation (ωB97M-V with the def2-TZVPD basis set) of a molecular structure, C2H5N2 at a distorted geometry.

```
9
Properties=species:S:1:pos:R:3:forces:R:3
C -0.9436 0.0270 0.0459 -7.444 0.152 0.349
C 0.9873 -0.0794 -0.0201 1.604 0.454 2.315
N -0.0881 0.9670 0.0995 2.283 2.927 -1.030
N -0.1404 -1.0051 0.0793 -1.211 -2.346 -1.751
H -2.5318 0.4068 0.0631 4.811 -1.707 -0.071
H 1.7636 0.0626 -0.7939 -1.162 -0.618 -0.357
H 1.5224 -0.2721 0.9406 -0.090 0.929 -0.589
H -0.2192 1.9052 -0.3356 0.574 -0.996 0.813
H -0.3503 -2.0120 -0.0788 0.636 1.207 0.323
```
Positions in Å, forces in eV/Å.

Properties
* HOMO: -16.32 eV
* Kohn-Sham gap: 0.4262 hartree
* charge: +1
* LUMO energy: -4.73 eV
* total energy: -5124.317 eV
* ΔE to the lowest compared entry with this formula, charge and spin: 62.96 kcal per mole

These are the Mulliken partial charges, in e, on atoms 1 to 8: -0.007, -0.163, -0.184, -0.207, 0.405, 0.314, 0.247, 0.324



Entry 4:
The following is a DFT calculation (ωB97M-V with the def2-TZVPD basis set) of a gas-phase ion, C2H5N2 (charge +1) at a distorted geometry.

```
9
Properties=species:S:1:pos:R:3:forces:R:3
H -2.8406 0.2650 0.1590 1.733 -0.443 -0.006
N -1.9230 -0.2601 0.0850 -0.916 -0.020 -0.351
C -0.8461 0.3536 0.0276 -0.420 1.678 0.640
N 0.3552 -0.4438 -0.0933 -0.938 -4.084 -0.288
C 1.5593 -0.1174 0.1073 2.099 1.686 -2.573
H -0.6415 1.4397 0.1459 -0.064 -0.645 -0.240
H 0.1099 -1.4831 -0.3295 0.444 2.112 0.727
H 2.5003 -0.7357 -0.1528 -2.012 0.399 1.004
H 1.7265 0.9820 0.0508 0.073 -0.683 1.086
```
Positions in Å, forces in eV/Å.

Properties
* HOMO: -16.08 eV
* Kohn-Sham gap: 0.3632 hartree
* charge: +1
* SMILES string: [H]/N=C/[NH+]=C
* LUMO energy: -6.19 eV
* total energy: -5126.417 eV
* ΔE to the lowest compared entry with this formula, charge and spin: 14.53 kcal per mole

These are the Mulliken partial charges, in e, on atoms 1 to 8: 0.323, -0.451, 0.033, -0.100, -0.024, 0.291, 0.407, 0.291



Entry 5:
The following is a DFT calculation (ωB97M-V with the def2-TZVPD basis set) of 2 unconnected molecules or ions with the total composition C2H5N2O at a distorted geometry.

```
10
Properties=species:S:1:pos:R:3:forces:R:3
C 0.7498 -0.4060 -0.0459 1.335 0.492 1.651
C -3.3707 -0.0142 0.0598 1.571 -0.442 0.018
N -2.2231 0.1216 -0.0015 -3.773 -0.045 0.206
N 1.6069 0.5802 0.1134 -1.149 -1.854 -2.246
O -1.1332 0.5574 -0.1200 3.289 0.929 -0.591
H 0.6288 -1.1400 -0.8131 0.694 0.788 -1.738
H 0.3615 -0.9292 0.7650 -0.773 0.225 2.097
H -4.2119 -0.4695 0.4758 -1.165 -0.319 0.170
H 2.1269 0.7876 -0.7256 0.193 0.624 0.001
H 1.7032 1.2203 0.8870 -0.221 -0.397 0.432
```
Positions in Å, forces in eV/Å.

Properties
* HOMO: -14.98 eV
* Kohn-Sham gap: 0.3779 hartree
* charge: +1
* LUMO energy: -4.69 eV
* total energy: -7171.554 eV
* ΔE to the lowest compared entry with this formula, charge and spin: 103.27 kcal per mole

These are the Mulliken partial charges, in e, on atoms 1 to 8: -0.063, -0.101, 0.455, -0.230, -0.586, 0.310, 0.280, 0.373



Entry 6:
The following is a DFT calculation (ωB97M-V with the def2-TZVPD basis set) of a gas-phase ion, C2H5N2O (charge +1) at a distorted geometry.

```
10
Properties=species:S:1:pos:R:3:forces:R:3
C 0.0409 1.1551 0.0251 -1.738 -0.525 -1.751
C 0.1360 -1.1253 0.0047 -4.729 -4.040 -2.415
N 1.3613 0.7350 -0.0965 0.267 -1.525 0.699
N -0.7511 -0.0053 0.0493 -0.265 -1.034 -0.141
O 1.3454 -0.5436 -0.0064 4.016 3.503 -1.037
H -0.1581 1.5216 0.9680 1.081 1.828 3.111
H -0.3666 2.0120 -0.5376 0.872 -0.227 -0.733
H 0.1060 -1.8324 0.8098 0.034 0.025 1.152
H -0.0307 -1.9320 -0.9172 0.779 2.344 1.556
H -1.6831 0.0150 -0.2992 -0.319 -0.349 -0.440
```
Positions in Å, forces in eV/Å.

Properties
* HOMO (alpha / beta): -14.78 / -14.78 eV
* Kohn-Sham gap (alpha / beta): 0.2448 / 0.2449 hartree
* charge: +1
* LUMO energy (alpha / beta): -8.12 / -8.12 eV
* total energy: -7170.147 eV
* ΔE to the lowest compared entry with this formula, charge and spin: 135.70 kcal per mole

These are the Mulliken partial charges, in e, on atoms 1 to 8: -0.330, -0.253, 0.214, -0.201, 0.032, 0.363, 0.381, 0.264



Entry 7:
The following is a DFT calculation (ωB97M-V with the def2-TZVPD basis set) of 2 unconnected molecules or ions with the total composition C2H5N2O2 at a distorted geometry.

```
11
Properties=species:S:1:pos:R:3:forces:R:3
C -0.3953 -0.6043 0.1997 0.748 -0.977 -1.146
C -0.0050 0.7997 -0.1840 -0.469 -0.313 -1.052
N 2.5903 1.1652 0.0130 -1.278 1.129 0.001
N 3.1965 0.0815 -0.0164 -0.339 0.197 0.461
O 2.6202 -1.0303 -0.0724 -0.207 -0.709 -0.189
O 4.4309 0.1912 0.0706 1.987 -0.584 -0.099
H -1.3855 -0.7726 0.6985 0.896 0.630 -0.152
H -0.3954 -1.3068 -0.6971 0.110 0.804 0.964
H 0.4694 -0.9432 0.8103 -0.709 -0.344 -0.039
H -0.5790 1.5426 0.3371 0.252 0.713 0.033
H 0.5964 1.0761 -1.0910 -0.990 -0.547 1.219
```
Positions in Å, forces in eV/Å.

Properties
* HOMO (alpha / beta): -3.87 / -3.68 eV
* Kohn-Sham gap (alpha / beta): 0.2986 / 0.2937 hartree
* charge: -1
* LUMO energy (alpha / beta): 4.25 / 4.31 eV
* total energy: -9224.690 eV
* ΔE to the lowest compared entry with this formula, charge and spin: 172.27 kcal per mole

These are the Mulliken partial charges, in e, on atoms 1 to 8: -0.537, -0.769, -0.726, 1.213, -0.711, -0.761, 0.300, 0.171



Entry 8:
The following is a DFT calculation (ωB97M-V with the def2-TZVPD basis set) of 2 unconnected molecules or ions with the total composition C2H5N2O2 at a distorted geometry.

```
11
Properties=species:S:1:pos:R:3:forces:R:3
C -1.2855 0.1735 -0.3234 2.253 1.700 -0.532
C 3.3222 -0.1705 -0.2577 2.440 -0.598 0.050
N -2.2243 -0.6455 0.0131 -0.572 -0.919 -0.041
N -0.2177 0.3329 0.4165 -1.365 -2.272 2.405
O 4.4187 -0.4738 -0.3085 -2.448 0.631 0.035
O 0.6115 1.2888 0.0933 2.402 1.993 -0.519
H -1.2379 0.8349 -1.2510 -0.570 -1.168 1.206
H 1.4894 0.8591 0.1598 0.216 0.476 -0.532
H -2.8445 -0.8786 -0.7535 -0.395 -0.455 0.682
H -2.0259 -1.2582 0.8209 -0.858 0.233 -0.894
H -0.0060 -0.0627 1.3905 -1.105 0.378 -1.862
```
Positions in Å, forces in eV/Å.

Properties
* HOMO: -15.07 eV
* Kohn-Sham gap: 0.4150 hartree
* charge: +1
* LUMO energy: -3.78 eV
* total energy: -9221.307 eV
* ΔE to the lowest compared entry with this formula, charge and spin: 19.15 kcal per mole

These are the Mulliken partial charges, in e, on atoms 1 to 8: 0.137, 0.037, -0.325, -0.081, -0.061, -0.290, 0.358, 0.387